Record 1
Entry from the Open Molecules 2025 dataset: a structure of composition C41H62AsN4P2Si4Tl (wB97M-V/def2-TZVPD).

Output
HOMO energy (spin up / spin down) ... -7.26 / -7.26 eV
Net charge ... 0
ΔE to the lowest compared entry with this formula, charge and spin ... 0.0 kcal per mole
Gap between HOMO and LUMO (spin up / spin down) ... 7.6 / 7.7 eV

Element x y z (Å)
Tl: 0.845 0.705 -0.184
C: -0.192 2.930 -3.696
Si: -0.342 1.073 -3.931
C: -1.793 0.755 -5.095
C: 1.194 0.517 -4.850
N: -0.488 0.381 -2.382
P: -1.134 -0.895 -1.686
C: -0.524 -1.009 -0.096
P: -0.888 -0.837 1.562
N: -0.547 0.655 2.036
Si: -1.102 1.530 3.406
C: -2.976 1.703 3.486
C: -0.456 3.300 3.348
C: -0.623 0.785 5.071
C: -2.549 -1.317 2.119
C: -2.739 -2.079 3.272
C: -4.020 -2.316 3.754
C: -5.122 -1.797 3.087
C: -4.939 -1.033 1.942
C: -3.660 -0.787 1.467
C: 0.223 -2.018 2.398
C: 0.114 -3.387 2.148
C: 1.023 -4.275 2.699
C: 2.063 -3.803 3.496
C: 2.191 -2.445 3.733
C: 1.274 -1.554 3.180
C: -2.954 -0.847 -1.777
C: -3.596 0.371 -1.980
C: -4.983 0.446 -1.964
C: -5.738 -0.700 -1.748
C: -5.104 -1.919 -1.544
C: -3.718 -1.993 -1.558
C: -0.769 -2.454 -2.559
C: 0.055 -3.410 -1.972
C: 0.376 -4.578 -2.656
C: -0.134 -4.800 -3.926
C: -0.975 -3.859 -4.511
C: -1.294 -2.696 -3.829
H: -0.127 3.444 -4.661
H: 0.719 3.155 -3.131
H: -1.048 3.332 -3.144
H: -1.783 1.499 -5.899
H: -2.766 0.812 -4.602
H: -1.709 -0.225 -5.572
H: 1.232 0.972 -5.845
H: 1.205 -0.571 -4.970
H: 2.097 0.814 -4.311
H: -3.390 2.140 2.571
H: -3.218 2.379 4.314
H: -3.488 0.751 3.672
H: -0.437 3.681 2.326
H: 0.545 3.408 3.768
H: -1.132 3.931 3.936
H: -1.299 -0.037 5.329
H: -0.717 1.544 5.854
H: 0.396 0.396 5.105
H: -1.886 -2.483 3.804
H: -4.155 -2.904 4.654
H: -6.121 -1.982 3.463
H: -5.792 -0.619 1.417
H: -3.527 -0.168 0.589
H: -0.687 -3.753 1.512
H: 0.926 -5.336 2.506
H: 2.776 -4.499 3.923
H: 3.005 -2.073 4.344
H: 1.372 -0.488 3.342
H: -2.995 1.259 -2.150
H: -5.475 1.397 -2.131
H: -6.820 -0.644 -1.743
H: -5.690 -2.813 -1.371
H: -3.227 -2.945 -1.398
H: 0.434 -3.222 -0.974
H: 1.021 -5.315 -2.194
H: 0.113 -5.711 -4.459
H: -1.386 -4.037 -5.497
H: -1.965 -1.973 -4.280
C: 1.305 4.750 -0.799
C: -0.025 4.166 -0.490
N: -0.318 2.908 -0.240
C: -1.678 2.840 -0.023
C: -2.217 4.079 -0.138
N: -1.157 4.909 -0.432
H: 2.012 3.955 -1.028
H: 1.689 5.324 0.045
H: 1.241 5.411 -1.665
H: -2.155 1.905 0.222
H: -3.224 4.442 -0.033
H: -1.206 5.900 -0.595
C: 2.832 2.755 2.236
Si: 4.150 1.859 1.260
C: 5.618 2.970 0.923
C: 4.691 0.423 2.340
As: 3.260 1.324 -0.857
Si: 3.968 -0.923 -1.134
C: 5.844 -0.888 -1.183
C: 3.300 -2.092 0.165
C: 3.367 -1.535 -2.797
H: 3.242 3.127 3.182
H: 2.022 2.058 2.467
H: 2.393 3.595 1.703
H: 6.088 3.300 1.855
H: 5.305 3.856 0.365
H: 6.374 2.451 0.328
H: 5.232 0.822 3.205
H: 5.341 -0.297 1.847
H: 3.815 -0.108 2.720
H: 6.298 -0.469 -0.285
H: 6.176 -0.296 -2.039
H: 6.230 -1.904 -1.313
H: 3.582 -1.825 1.181
H: 3.664 -3.107 -0.031
H: 2.206 -2.118 0.115
H: 3.382 -0.755 -3.563
H: 2.347 -1.917 -2.732
H: 4.008 -2.354 -3.138

=====

Record 2
Entry from the Open Molecules 2025 dataset: a cluster of 2 separate species, C3H11NO3 in total in a non-equilibrium geometry (wB97M-V/def2-TZVPD).

Output
HOMO energy ... -9.39 eV
Net charge ... 0
SMILES ... NC(CO)CO.O
ΔE to the lowest compared entry with this formula, charge and spin ... 42.3 kcal per mole
Gap between HOMO and LUMO ... 9.9 eV

Element x y z (Å)
C: 0.862 -0.209 0.624
O: 0.980 -1.632 0.406
C: -0.621 0.172 0.752
C: -1.104 -0.266 2.120
O: -2.519 -0.219 2.235
N: -0.848 1.579 0.522
H: 1.423 0.059 1.525
H: 1.303 0.187 -0.286
H: 0.820 -2.081 1.241
H: -1.108 -0.470 0.015
H: -0.647 0.312 2.935
H: -0.850 -1.319 2.264
H: -2.827 0.584 1.799
H: -0.046 2.140 0.736
H: -1.346 1.883 -0.298
H: 2.639 -0.827 -5.600
H: 1.647 0.088 -5.115
O: 2.243 0.017 -5.876

=====

Record 3
Entry from the Open Molecules 2025 dataset: a structure of composition C3H3NOS2 in a non-equilibrium geometry (wB97M-V/def2-TZVPD).

Output
HOMO energy ... -8.54 eV
Net charge ... 0
ΔE to the lowest compared entry with this formula, charge and spin ... 79.4 kcal per mole
Gap between HOMO and LUMO ... 7.0 eV

Element x y z (Å)
C: 1.240 -1.201 0.258
C: -0.774 0.174 -0.049
C: -2.390 0.018 -0.242
H: 1.403 -2.360 1.032
H: -0.785 -1.684 -0.216
H: -2.815 0.996 -0.467
N: -0.110 -0.941 -0.137
O: -3.044 -1.044 0.102
S: 2.542 -0.203 -0.146
S: -0.113 1.706 0.145

=====

Record 4
Entry from the Open Molecules 2025 dataset: a structure of composition C4H7N3S in a non-equilibrium geometry (wB97M-V/def2-TZVPD).

Output
HOMO energy ... -7.19 eV
Net charge ... 0
ΔE to the lowest compared entry with this formula, charge and spin ... 152.0 kcal per mole
Gap between HOMO and LUMO ... 6.7 eV

Element x y z (Å)
C: 0.664 1.204 -1.526
C: 0.230 0.380 -0.336
C: -0.510 0.268 1.755
C: -0.375 -0.885 0.048
H: -0.101 2.167 -1.382
H: 1.742 1.517 -1.288
H: 0.551 0.695 -2.424
H: -0.085 2.178 0.869
H: -1.195 -1.822 1.618
H: 0.688 -2.712 -0.029
H: 0.177 -1.724 -2.040
N: 0.192 1.062 0.882
N: -0.555 -0.964 1.267
N: -0.372 -2.145 -0.675
S: -1.051 0.783 3.260

=====

Record 5
Entry from the Open Molecules 2025 dataset: the molecule C4H6N2 in a non-equilibrium geometry (wB97M-V/def2-TZVPD).

Output
HOMO energy ... -8.55 eV
Net charge ... 0
ΔE to the lowest compared entry with this formula, charge and spin ... 92.7 kcal per mole
Gap between HOMO and LUMO ... 9.6 eV

Element x y z (Å)
N: -1.181 -0.799 -0.360
C: -1.573 0.410 -0.636
C: -0.252 1.192 -0.699
N: 0.869 0.366 -0.231
C: 0.471 -0.973 -0.089
C: 0.793 -0.177 1.126
H: -0.077 1.467 -1.749
H: -0.272 2.118 -0.115
H: 1.121 -1.783 -0.489
H: -1.575 -1.699 -0.164
H: -0.072 0.035 1.754
H: 1.750 -0.158 1.650

=====

Record 6
Entry from the Open Molecules 2025 dataset: a cluster of 2 separate species, C3H3N2O8 in total in a non-equilibrium geometry (wB97M-V/def2-TZVPD).

Output
HOMO energy ... -4.92 eV
Net charge ... -1
ΔE to the lowest compared entry with this formula, charge and spin ... 8.1 kcal per mole
Gap between HOMO and LUMO ... 8.0 eV

Element x y z (Å)
C: -1.489 -2.049 0.405
C: -0.864 -0.820 1.170
C: 0.987 1.244 -0.242
N: -0.382 1.365 -0.431
N: 1.701 0.205 -0.813
O: -2.386 -2.742 0.853
O: -0.818 2.501 -0.145
O: 1.137 -0.653 -1.519
O: -0.906 -2.265 -0.725
O: -1.091 0.380 -0.657
O: 2.920 0.225 -0.758
O: 0.343 -0.675 1.300
O: 1.569 2.389 0.216
H: -1.662 -0.306 1.648
H: -0.118 -1.654 -1.151
H: 1.062 2.855 0.848

=====

Record 7
Entry from the Open Molecules 2025 dataset: a structure of composition C8H24Be2NO11 in a non-equilibrium geometry (wB97M-V/def2-TZVPD).

Output
HOMO energy ... -16.68 eV
Net charge ... +3
ΔE to the lowest compared entry with this formula, charge and spin ... 98.3 kcal per mole
Gap between HOMO and LUMO ... 2.0 eV

Element x y z (Å)
Be: 6.465 9.863 3.106
Be: 11.750 7.618 3.008
N: 9.955 10.645 2.265
O: 10.847 9.772 2.206
O: 9.000 10.528 3.058
O: 10.159 11.730 1.707
C: 13.179 13.611 -1.871
C: 12.381 12.740 -0.906
O: 11.518 13.489 -0.088
O: 14.389 14.124 -1.387
H: 12.586 14.411 -2.319
H: 13.493 13.052 -2.758
H: 13.045 12.061 -0.360
H: 11.801 12.060 -1.545
H: 11.144 12.884 0.567
H: 15.062 13.465 -1.583
C: 7.688 16.021 2.241
C: 8.386 14.667 2.389
O: 7.920 13.720 1.444
O: 7.900 16.662 3.495
H: 6.620 15.866 2.068
H: 8.041 16.447 1.299
H: 8.234 14.247 3.396
H: 9.468 14.697 2.217
H: 8.554 12.994 1.395
H: 7.332 17.442 3.495
C: 10.415 12.450 5.526
C: 11.816 12.421 4.850
O: 12.768 11.666 5.602
O: 10.413 13.407 6.561
H: 10.240 11.453 5.927
H: 9.815 12.759 4.664
H: 12.227 13.427 4.963
H: 11.843 12.111 3.806
H: 12.999 12.229 6.351
H: 10.015 14.224 6.236
C: 14.018 8.578 0.946
C: 14.271 7.070 1.021
O: 13.101 6.479 1.619
O: 13.690 8.962 2.254
H: 13.309 8.826 0.155
H: 14.951 9.047 0.629
H: 15.236 6.849 1.479
H: 14.343 6.679 0.003
H: 13.298 5.535 1.721
H: 14.318 9.610 2.594

=====

Record 8
Entry from the Open Molecules 2025 dataset: a cluster of 3 separate species, C32H44BrF16N5O8PS in total in a non-equilibrium geometry (wB97M-V/def2-TZVPD).

Output
HOMO energy ... -11.33 eV
Net charge ... +1
Gap between HOMO and LUMO ... 7.5 eV

Element x y z (Å)
C: 0.653 -2.684 2.844
C: -0.337 -3.813 3.152
C: -1.454 -3.902 2.132
O: -2.512 -4.376 2.407
O: -1.151 -3.368 0.909
C: -1.616 -4.143 -0.194
C: -1.953 -3.192 -1.340
C: -2.876 -2.036 -0.944
C: -2.204 -0.764 -0.476
C: -1.712 -0.487 0.883
C: -2.702 0.400 1.684
C: -4.132 -0.166 1.698
C: -5.124 1.001 1.704
N: -5.050 1.674 0.394
C: -6.289 2.158 -0.136
N: -6.500 2.118 -1.380
N: -7.274 2.673 0.683
N: -2.089 0.099 -1.411
C: -1.402 1.371 -1.257
C: 0.122 1.132 -1.375
O: 0.780 2.058 -0.511
C: 1.947 1.431 -0.024
O: 1.942 1.114 1.120
C: 3.089 1.150 -0.951
C: 4.430 1.111 -0.214
C: -2.702 -0.253 -2.723
C: -1.649 -0.475 -3.787
C: -2.171 -1.181 -5.031
O: -2.321 -2.344 -5.101
Br: -2.573 -0.116 -6.622
N: -3.716 0.812 -2.931
C: -3.567 1.582 -3.886
O: -3.380 2.362 -4.742
C: -3.507 -1.511 -2.270
P: -5.357 -1.348 -2.174
S: -6.058 -3.153 -1.952
H: 1.193 -2.424 3.748
H: 0.081 -1.803 2.577
H: 1.351 -2.914 2.051
H: -0.839 -3.547 4.075
H: 0.120 -4.782 3.314
H: -0.839 -4.806 -0.567
H: -2.511 -4.712 0.028
H: -1.061 -2.870 -1.872
H: -2.517 -3.792 -2.045
H: -3.732 -2.312 -0.338
H: -0.766 0.046 0.864
H: -1.539 -1.377 1.462
H: -2.344 0.360 2.706
H: -2.686 1.434 1.367
H: -4.300 -0.831 2.537
H: -4.356 -0.729 0.795
H: -6.115 0.573 1.789
H: -4.905 1.668 2.535
H: -4.340 2.393 0.381
H: -5.699 1.709 -1.849
H: -7.030 2.687 1.661
H: -8.171 2.243 0.523
H: -1.671 2.094 -2.015
H: -1.561 1.833 -0.294
H: 0.466 1.292 -2.394
H: 0.337 0.121 -1.029
H: 2.905 0.160 -1.366
H: 3.153 1.865 -1.763
H: 4.699 0.111 0.100
H: 5.210 1.436 -0.889
H: 4.440 1.730 0.674
H: -0.909 -1.144 -3.359
H: -1.130 0.437 -4.072
H: -3.424 -2.220 -3.090
H: -5.747 -0.792 -3.403
H: -5.670 -0.501 -1.093
C: 5.011 -5.944 0.402
C: 3.669 -5.251 0.085
C: 3.497 -4.597 -1.292
F: 4.396 -3.633 -1.542
F: 2.266 -4.013 -1.351
F: 3.386 -4.367 1.067
F: 2.715 -6.222 0.147
O: 6.011 -5.244 1.140
C: 6.907 -4.372 0.544
C: 6.702 -2.917 0.989
F: 5.433 -2.502 0.805
F: 7.510 -2.108 0.269
F: 6.896 -4.511 -0.795
F: 8.133 -4.737 0.958
H: 4.742 -6.761 1.071
H: 5.432 -6.423 -0.482
H: 3.557 -5.347 -2.084
H: 6.946 -2.814 2.048
C: 2.442 4.931 1.816
C: 1.134 5.617 1.369
C: 1.108 6.299 -0.005
F: 2.022 7.272 -0.132
F: -0.109 6.865 -0.192
F: 0.731 6.468 2.331
F: 0.184 4.637 1.297
O: 3.345 5.633 2.665
C: 4.280 6.532 2.178
C: 4.000 7.977 2.614
F: 2.751 8.364 2.300
F: 4.865 8.805 1.991
F: 4.413 6.408 0.843
F: 5.463 6.180 2.713
H: 2.124 4.092 2.435
H: 2.965 4.480 0.971
H: 1.268 5.563 -0.800
H: 4.129 8.072 3.695

=====

Record 9
Entry from the Open Molecules 2025 dataset: a cluster of 8 separate species, C29H55BrN7O12 in total in a non-equilibrium geometry (wB97M-V/def2-TZVPD).

Output
HOMO energy ... -4.61 eV
Net charge ... -1
Gap between HOMO and LUMO ... 5.8 eV

Element x y z (Å)
C: 6.289 4.934 -0.211
C: 5.175 5.860 -0.905
Br: 3.720 6.132 0.475
C: 4.570 5.213 -2.255
C: 5.664 4.897 -3.367
C: 6.858 5.577 -3.731
C: 7.419 6.949 -3.078
O: 6.871 8.062 -3.422
O: 8.431 6.936 -2.147
C: 7.489 4.680 -4.888
O: 8.620 4.958 -5.340
O: 6.620 3.573 -5.239
C: 5.516 3.618 -4.304
O: 4.575 2.775 -4.294
H: 5.903 4.476 0.778
H: 6.570 4.066 -0.899
H: 7.260 5.529 -0.013
H: 5.595 6.907 -1.103
H: 4.057 4.238 -1.928
H: 3.737 5.873 -2.696
C: 3.386 2.451 -0.442
O: 3.172 3.644 -0.296
N: 3.284 1.508 0.536
C: 3.555 0.108 0.284
C: 2.893 1.923 1.871
H: 3.689 2.032 -1.416
H: 2.658 -0.472 0.507
H: 4.374 -0.217 0.932
H: 3.837 -0.055 -0.758
H: 1.910 2.398 1.824
H: 3.619 2.651 2.243
H: 2.854 1.067 2.543
C: -0.181 -0.195 1.990
O: 1.037 -0.241 1.966
N: -0.938 0.073 3.090
C: -2.386 0.111 3.040
C: -0.273 0.330 4.353
H: -0.784 -0.374 1.085
H: -2.726 1.104 3.343
H: -2.784 -0.639 3.728
H: -2.749 -0.099 2.032
H: 0.388 1.193 4.241
H: 0.330 -0.541 4.624
H: -1.005 0.527 5.137
C: -4.514 -3.212 2.740
O: -4.513 -3.039 3.945
N: -5.573 -2.988 1.912
C: -5.494 -3.217 0.483
C: -6.817 -2.504 2.478
H: -3.620 -3.577 2.209
H: -5.696 -2.280 -0.038
H: -6.242 -3.964 0.201
H: -4.505 -3.577 0.200
H: -6.636 -1.549 2.978
H: -7.178 -3.223 3.217
H: -7.567 -2.372 1.697
C: 7.257 -0.646 0.785
O: 7.491 0.541 0.892
N: 7.721 -1.621 1.622
C: 7.398 -3.019 1.427
C: 8.564 -1.245 2.739
H: 6.627 -1.040 -0.029
H: 6.876 -3.391 2.313
H: 8.324 -3.583 1.285
H: 6.759 -3.155 0.553
H: 8.018 -0.550 3.382
H: 9.458 -0.741 2.360
H: 8.855 -2.125 3.313
C: -3.505 -2.184 -2.618
O: -3.511 -2.016 -1.410
N: -4.559 -1.958 -3.452
C: -4.471 -2.184 -4.882
C: -5.807 -1.477 -2.895
H: -2.608 -2.547 -3.145
H: -4.671 -1.244 -5.403
H: -5.217 -2.929 -5.171
H: -3.479 -2.544 -5.162
H: -5.631 -0.523 -2.391
H: -6.173 -2.199 -2.160
H: -6.551 -1.345 -3.681
C: -4.080 1.534 5.882
O: -4.834 1.025 5.074
N: -3.960 2.873 6.113
C: -3.037 3.405 7.094
C: -4.782 3.793 5.352
H: -3.411 0.925 6.512
H: -3.599 3.968 7.844
H: -2.328 4.070 6.594
H: -2.486 2.603 7.589
H: -5.836 3.564 5.531
H: -4.572 3.665 4.287
H: -4.576 4.823 5.645
C: -6.297 -5.649 -6.917
O: -6.057 -4.460 -6.813
N: -5.841 -6.620 -6.075
C: -6.169 -8.018 -6.264
C: -5.002 -6.241 -4.955
H: -6.924 -6.043 -7.733
H: -6.697 -8.383 -5.379
H: -5.245 -8.586 -6.399
H: -6.804 -8.156 -7.141
H: -5.548 -5.541 -4.318
H: -4.104 -5.743 -5.332
H: -4.717 -7.120 -4.375

=====

Record 10
Entry from the Open Molecules 2025 dataset: a structure of composition C4H4CoO2 in a non-equilibrium geometry (wB97M-V/def2-TZVPD).

Output
HOMO energy (spin up / spin down) ... -19.38 / -17.87 eV
Net charge ... +2
⟨S²⟩ ... 3.84
ΔE to the lowest compared entry with this formula, charge and spin ... 137.4 kcal per mole
Gap between HOMO and LUMO (spin up / spin down) ... 5.8 / 4.5 eV
Multiplicity ... 4

Element x y z (Å)
O: -3.173 0.255 0.221
C: -2.109 -0.065 0.781
C: -1.091 -0.214 0.009
C: 0.227 -0.804 0.043
C: 0.456 -2.249 -0.010
H: 1.028 -0.189 0.457
H: 1.366 -2.664 0.423
H: -0.405 -2.915 -0.077
H: -2.355 0.183 -0.923
Co: 0.165 -1.441 -2.922
O: 0.697 -1.471 -1.202

=====

Record 11
Entry from the Open Molecules 2025 dataset: a cluster of 2 separate species, C5H14S in total in a non-equilibrium geometry (wB97M-V/def2-TZVPD).

Output
HOMO energy (spin up / spin down) ... 1.15 / -5.32 eV
Net charge ... -1
⟨S²⟩ ... 0.75
ΔE to the lowest compared entry with this formula, charge and spin ... 38.0 kcal per mole
Gap between HOMO and LUMO (spin up / spin down) ... 1.8 / 8.5 eV
Multiplicity ... 2

Element x y z (Å)
C: -0.982 0.024 3.358
C: -0.466 -1.268 3.948
S: 1.288 -1.499 3.708
H: -0.734 0.006 2.255
H: -0.388 0.950 3.789
H: -2.050 0.203 3.669
H: -0.780 -1.305 4.969
H: -0.942 -2.282 3.417
H: 1.616 -0.187 4.039
C: 0.988 1.544 -3.235
C: 0.621 0.307 -2.400
C: -0.455 -0.482 -3.112
H: 0.118 1.994 -3.741
H: 1.596 1.251 -4.222
H: 1.385 2.262 -2.575
H: 0.297 0.837 -1.527
H: 1.433 -0.393 -2.043
H: -0.746 -1.459 -2.933
H: -1.527 -0.153 -3.096
H: -0.271 -0.350 -4.269

=====

Record 12
Entry from the Open Molecules 2025 dataset: a structure of composition C5H6DyO4 in a non-equilibrium geometry (wB97M-V/def2-TZVPD).

Output
HOMO energy (spin up / spin down) ... -12.43 / -13.17 eV
Net charge ... +1
⟨S²⟩ ... 9.78
ΔE to the lowest compared entry with this formula, charge and spin ... 0.0 kcal per mole
Gap between HOMO and LUMO (spin up / spin down) ... 7.4 / 8.9 eV
Multiplicity ... 6

Element x y z (Å)
O: -0.497 -0.636 -0.935
O: 0.242 -0.050 -2.902
C: 1.340 0.198 -3.726
C: 1.200 0.123 -5.039
C: 0.394 -0.147 -1.615
H: 2.279 0.381 -3.202
H: 1.388 0.102 -1.210
H: 2.082 0.236 -5.666
H: 0.253 -0.149 -5.504
Dy: -1.397 -1.033 1.536
O: -2.146 0.362 3.235
O: -0.611 -1.157 3.718
C: -1.302 -0.104 4.159
C: -1.090 0.498 5.371
H: -0.429 0.034 6.103
H: -1.706 1.343 5.678